3 unconnected molecules or ions with the total composition C13H19BN2O7 at a distorted geometry. Source: OMol25; level of theory: ωB97M-V/def2-TZVPD.

```
42
Properties=species:S:1:pos:R:3:mulliken_charge:R:1
C -0.156 0.740 -1.133 -0.38
B 1.174 0.418 -1.922 0.17
O 1.528 1.061 -3.133 -0.56
C 2.182 -0.724 -1.372 0.36
C 2.234 -0.813 0.136 -0.04
N 1.938 -0.845 1.218 -0.48
C 1.743 -2.088 -2.044 -0.80
C 0.562 -2.724 -1.357 0.23
N -0.459 -3.098 -1.089 -0.29
H -0.019 1.415 -0.252 0.24
H -0.907 1.106 -1.860 0.26
H -0.537 -0.227 -0.720 0.01
H 1.126 0.544 -3.849 0.30
H 3.216 -0.533 -1.727 0.36
H 2.585 -2.803 -2.090 0.41
H 1.519 -1.836 -3.102 0.28
C 4.636 4.239 0.334 -1.45
C 3.261 4.330 0.953 0.51
C 3.052 3.424 2.136 -0.51
O 1.636 3.222 2.107 -0.31
C 1.244 3.362 0.815 0.65
O 0.162 3.079 0.405 -0.62
O 2.251 3.859 0.050 -0.33
H 4.662 4.776 -0.616 0.37
H 5.390 4.662 0.998 0.38
H 4.901 3.202 0.117 0.33
H 3.029 5.371 1.199 0.29
H 3.359 3.879 3.076 0.31
H 3.541 2.452 2.030 0.30
C -3.093 -2.604 0.051 -1.45
C -4.451 -2.540 0.708 0.50
C -4.590 -3.409 1.929 -0.51
O -5.998 -3.666 1.954 -0.33
C -6.437 -3.589 0.667 0.62
O -7.517 -3.923 0.304 -0.53
O -5.470 -3.082 -0.145 -0.36
H -3.115 -2.102 -0.917 0.37
H -2.336 -2.129 0.675 0.39
H -2.793 -3.634 -0.136 0.38
H -4.716 -1.500 0.924 0.30
H -4.272 -2.907 2.841 0.31
H -4.067 -4.365 1.842 0.33
```

Properties
* frontier orbital gap: 10.5871 eV
* E_LUMO: -0.0005 eV
* electronic energy: -31778.4644 eV
* largest force on an atom: 5.3 eV/Å
* spin multiplicity: 1
* M: 326.1 g mol⁻¹
* SMILES: CB(O)[C@@H](C#N)CC#N.C[C@@H]1COC(=O)O1.C[C@@H]1COC(=O)O1